[1]
Here is a 12-piece molecular cluster, C43H82NO16S overall at a distorted geometry from the Open Molecules 2025 dataset. Energies are from the ωB97M-V functional and the def2-TZVPD basis.

```
! wB97M-V def2-TZVPD RIJCOSX def2/J DEFGRID3
* xyz 1 1
O -1.09102 -1.32951 0.83490
S -0.17095 -1.95223 1.73764
O -0.66679 -3.19894 2.24624
O 0.16325 -0.96021 2.98229
C 1.42451 -2.14491 0.92718
C 2.61064 -2.09476 1.94142
C 3.20769 -0.66040 1.93198
C 3.80905 -0.23177 3.29150
N 4.87637 -1.15075 3.74008
C 6.09659 -0.97700 3.19022
C 7.14675 -1.79463 3.51534
C 6.95955 -2.84531 4.43471
C 5.69700 -2.99284 4.99797
C 4.66479 -2.12962 4.63728
C 3.31498 -2.36616 5.30380
O 2.86798 -3.64881 4.82906
O 1.47255 -3.68381 4.98234
H -0.67916 -0.76759 3.42924
H 1.50060 -1.28853 0.23768
H 1.40216 -3.09458 0.35866
H 2.29571 -2.44025 2.93246
H 3.35897 -2.79234 1.52724
H 2.38620 0.04908 1.72962
H 3.93341 -0.54030 1.11193
H 4.27549 0.75490 3.12679
H 3.02335 -0.06440 4.03305
H 6.29144 -0.17670 2.47460
H 8.13192 -1.67204 3.06639
H 7.75834 -3.53912 4.70263
H 5.48555 -3.79033 5.71290
H 2.54047 -1.63585 5.05397
H 3.47937 -2.46433 6.38439
H 1.10977 -4.20394 4.24358
C -4.86118 1.08744 -0.35275
C -4.56069 -0.06845 -1.27656
O -4.96737 -0.08367 -2.41649
C -3.73399 -1.19724 -0.71816
H -5.46141 1.82633 -0.88185
H -5.42177 0.73543 0.51491
H -3.93021 1.55672 -0.02887
H -4.24557 -1.64890 0.13382
H -2.75659 -0.82679 -0.41258
H -3.59563 -1.95624 -1.48680
C -3.35693 0.78581 -5.04177
C -2.16410 1.70369 -5.04274
O -1.25474 1.56061 -4.25040
C -2.14445 2.80888 -6.06721
H -3.24042 0.04265 -4.25678
H -4.26624 1.35738 -4.84927
H -3.43305 0.27303 -6.00255
H -3.00191 3.46867 -5.91957
H -2.16644 2.38408 -7.07263
H -1.23075 3.39175 -5.95290
C -3.64623 6.43739 -2.22263
C -3.34398 5.29214 -3.15060
O -3.75456 5.27781 -4.29296
C -2.50930 4.15930 -2.60455
H -4.25100 7.17490 -2.74577
H -4.20180 6.07996 -1.35972
H -2.71496 6.90978 -1.90148
H -3.01893 3.70080 -1.75489
H -1.53089 4.53240 -2.29657
H -2.36658 3.40688 -3.37799
C 0.13687 -7.36442 0.35550
C 0.99476 -6.24602 0.87839
O 1.48991 -5.42392 0.13542
C 1.21389 -6.18954 2.36772
H 0.06250 -7.28558 -0.72783
H 0.58414 -8.32647 0.61030
H -0.86423 -7.29591 0.78340
H 1.70595 -7.10183 2.70429
H 0.25666 -6.07152 2.87897
H 1.85122 -5.33445 2.60671
C 2.38338 1.43144 7.71116
C 3.39427 0.36011 8.02228
O 3.73639 -0.45138 7.18256
C 3.96385 0.33339 9.41405
H 2.05703 1.33365 6.67648
H 1.51599 1.32554 8.36403
H 2.83160 2.41681 7.84625
H 3.16459 0.18033 10.14063
H 4.48053 1.27139 9.62246
H 4.67611 -0.48554 9.49856
C -7.91592 8.33992 -1.29083
C -6.96001 7.75143 -0.28521
O -6.01136 7.08439 -0.63368
C -7.23450 8.02896 1.17164
H -7.59920 8.06224 -2.29471
H -8.92205 7.95318 -1.11968
H -7.91684 9.42814 -1.21104
H -8.21088 7.62880 1.44979
H -7.20656 9.10370 1.35769
H -6.47128 7.54757 1.78083
C 0.12427 -9.57126 5.80686
C 1.03968 -9.67255 4.61380
O 0.75374 -9.15768 3.55331
C 2.32301 -10.44038 4.79454
H -0.75878 -8.99429 5.53693
H -0.18944 -10.56774 6.12117
H 0.63662 -9.06700 6.62793
H 2.10252 -11.47537 5.06412
H 2.93093 -9.97322 5.57124
H 2.88230 -10.43350 3.85984
C -2.96129 10.97765 -4.90192
C -4.19698 10.47006 -4.20172
O -4.35044 10.61556 -3.00921
C -5.23469 9.77269 -5.04651
H -2.30473 11.45470 -4.17629
H -2.42779 10.14395 -5.36205
H -3.23826 11.71140 -5.66038
H -4.80114 8.88769 -5.51614
H -5.61197 10.45342 -5.81148
H -6.06465 9.46196 -4.41378
C 0.02590 6.54792 -8.55911
C -0.80872 7.59327 -7.86417
O -0.62595 8.77663 -8.04578
C -1.88448 7.09983 -6.92918
H 0.75865 7.03688 -9.19821
H 0.55436 5.94068 -7.82387
H -0.61102 5.91305 -9.17738
H -1.43714 6.51779 -6.12159
H -2.60213 6.48872 -7.47861
H -2.40805 7.95174 -6.49819
C 3.99151 -13.89072 2.77984
C 2.74572 -14.38860 3.47067
O 2.57416 -14.22400 4.65770
C 1.72399 -15.10001 2.61958
H 4.63659 -13.40115 3.50782
H 4.53303 -14.72843 2.33787
H 3.72516 -13.17006 2.00451
H 2.16723 -15.99020 2.17052
H 1.35966 -14.43164 1.83748
H 0.88376 -15.40254 3.24195
C 4.68993 3.42891 -7.55592
C 3.36676 4.13576 -7.39340
O 2.67685 4.40851 -8.34809
C 2.94171 4.48751 -5.98771
H 4.86910 3.23783 -8.61238
H 5.49682 4.05424 -7.16994
H 4.67121 2.47583 -7.02445
H 3.67301 5.15868 -5.53404
H 2.84719 3.58015 -5.38861
H 1.97612 4.98958 -6.01663
*
```

Computed properties:
highest occupied orbital energy: -10.167 eV
ΔE to the lowest compared entry with this formula, charge and spin: 0.0 kJ/mol


[2]
Here is a 12-piece molecular cluster, C43H88F21N6O17PS5 overall at a distorted geometry from the Open Molecules 2025 dataset. Energies are from the ωB97M-V functional and the def2-TZVPD basis.

```
! wB97M-V def2-TZVPD RIJCOSX def2/J DEFGRID3
* xyz 0 1
C -6.51520 -1.26185 3.91776
C -5.88781 -2.48879 4.49631
O -6.43097 -3.46162 5.02039
N -4.33779 -2.37705 4.74068
H -4.20759 -1.47079 5.16711
H -4.10130 -3.07886 5.42744
C -3.48032 -2.56334 3.44391
H -6.01888 -0.90135 3.01676
H -6.33956 -0.60128 4.76681
H -7.58400 -1.45756 3.83144
H -4.07175 -3.26553 2.85635
H -2.51792 -3.05799 3.57506
H -3.38042 -1.69132 2.79760
C 3.78251 0.12936 -4.66052
C 2.30785 0.58029 -4.89806
O 1.42942 0.23350 -4.14900
N 2.05405 1.35496 -6.18420
H 2.76398 2.06224 -6.31011
H 2.00431 0.77899 -7.01238
C 0.75144 2.30978 -5.98470
H 4.06572 -0.19410 -3.65888
H 4.58168 0.81978 -4.93024
H 3.83304 -0.77275 -5.27022
H 0.93313 2.74647 -5.00267
H -0.21368 1.80346 -6.00191
H 0.89308 3.10795 -6.71337
C 3.60357 1.97520 -1.41448
C 2.50553 1.10760 -0.77151
C 1.24199 1.92187 -0.11615
N 0.04609 1.05712 0.32118
C 0.32474 0.03580 1.47052
C -0.55399 0.19145 -0.81254
C -2.01720 0.16664 -0.61263
C -2.41731 1.15393 0.47634
C -1.09869 1.91979 0.89298
H 3.18920 2.55889 -2.23649
H 4.33279 1.26919 -1.81185
H 3.95473 2.72683 -0.70748
H 2.97515 0.42638 -0.06193
H 2.11019 0.43020 -1.52844
H 0.96728 2.71692 -0.80936
H 1.62555 2.56642 0.67475
H -0.61408 -0.47121 1.69335
H 0.63790 0.66915 2.30051
H 1.07297 -0.73810 1.29926
H -0.09593 -0.79481 -0.73785
H -0.19723 0.63306 -1.74304
H -2.36884 -0.86413 -0.56821
H -2.38530 0.57279 -1.55477
H -2.79548 0.55544 1.30513
H -3.22726 1.86187 0.30054
H -0.99180 2.10084 1.96251
H -1.12308 2.85705 0.33705
C 7.19437 -4.85660 5.00832
C 5.70383 -4.53352 5.11194
C 4.99583 -4.25108 3.78869
N 3.45758 -4.10011 3.95780
C 2.82802 -5.28931 4.75751
C 2.73452 -3.90492 2.62004
C 1.39785 -3.37690 3.06598
C 1.65510 -2.45968 4.28253
C 3.09865 -2.80499 4.83731
H 7.45770 -5.77008 4.47514
H 7.55785 -5.06834 6.01387
H 7.78703 -4.08895 4.51076
H 5.45347 -3.68853 5.75336
H 5.28556 -5.36494 5.67928
H 5.16485 -4.96226 2.98015
H 5.50086 -3.32335 3.51970
H 3.42236 -5.38561 5.66613
H 2.78720 -6.01483 3.94508
H 1.86105 -5.04360 5.19648
H 2.51230 -4.79629 2.03338
H 3.25002 -3.05188 2.17881
H 0.67899 -4.16379 3.29433
H 0.89383 -2.76279 2.31970
H 0.83596 -2.47837 5.00140
H 1.72560 -1.42134 3.95849
H 3.08900 -2.90652 5.92252
H 3.86526 -2.06234 4.61617
C -2.83321 7.51156 -1.60948
C -2.77069 7.51049 -0.05083
C -4.15273 7.20592 0.54024
N -4.08415 6.44992 1.92336
C -3.31951 7.40947 2.91242
C -5.59120 6.30968 2.27331
C -5.86542 4.78839 1.92748
C -4.52428 4.07277 2.34367
C -3.47156 4.98540 1.89970
H -1.80724 7.80401 -1.83303
H -3.59423 8.23464 -1.90288
H -3.05557 6.48771 -1.91010
H -2.48218 8.44508 0.43021
H -1.98979 6.76849 0.11569
H -4.73206 6.56245 -0.12190
H -4.67613 8.15972 0.60664
H -3.58978 8.45816 2.78873
H -2.27509 7.29555 2.62207
H -3.43540 7.12446 3.95809
H -5.61565 6.51636 3.34326
H -6.22837 7.06234 1.80897
H -6.73419 4.43782 2.48466
H -6.02102 4.85800 0.85089
H -4.35662 3.91501 3.40908
H -4.45114 3.09461 1.86833
H -2.64719 5.14209 2.59538
H -3.13267 4.91336 0.86623
C 2.46520 -6.90325 -6.64877
C 2.38295 -5.67254 -5.65904
C 1.97422 -5.98533 -4.18913
N 2.43250 -4.89201 -3.14929
C 3.96211 -4.86558 -3.07344
C 1.83217 -5.20315 -1.78530
C 1.87995 -3.90397 -0.97639
C 1.68700 -2.80776 -2.07247
C 1.98896 -3.40287 -3.43956
H 2.81455 -6.63908 -7.64691
H 1.44216 -7.26932 -6.73540
H 3.05081 -7.69160 -6.17586
H 1.67292 -4.95631 -6.07253
H 3.30662 -5.13636 -5.87683
H 2.40992 -6.92355 -3.84562
H 0.88908 -6.07323 -4.13572
H 4.13959 -5.91814 -2.85268
H 4.24156 -4.31691 -2.17401
H 4.39806 -4.47021 -3.99089
H 2.55178 -5.86611 -1.30495
H 0.88207 -5.73496 -1.83620
H 2.69798 -3.76996 -0.26860
H 1.10217 -3.91834 -0.21288
H 2.45930 -2.07223 -1.84746
H 0.72385 -2.30368 -1.99275
H 2.75959 -2.85887 -3.98572
H 1.07888 -3.39543 -4.03940
C -0.68246 4.54370 -3.05347
F 0.70642 4.63331 -3.04164
F -1.00492 3.27619 -3.19666
F -1.15925 4.91556 -1.89102
S -1.50408 5.43971 -4.48682
O -2.92002 5.11683 -4.20329
O -1.00324 6.80953 -4.33132
O -1.00706 4.86247 -5.77012
C 1.68617 6.10052 -0.09852
F 0.77311 6.57777 -0.85574
F 2.11240 4.85878 -0.52205
F 2.73103 6.88465 0.17103
S 0.86947 5.79452 1.64378
O 0.56645 7.16946 2.18402
O -0.39825 5.01959 1.42897
O 1.87839 5.01384 2.43469
C 5.52652 0.81070 4.26829
F 6.66827 0.62652 3.76485
F 5.30616 0.02152 5.33069
F 5.57713 2.10976 4.47685
S 4.21154 0.65337 2.91924
O 4.42356 -0.67532 2.36636
O 2.99108 0.92226 3.71245
O 4.49028 1.74969 1.99029
C -1.13209 -5.75798 1.08947
F -1.67205 -6.77885 0.40798
F -1.44863 -5.95565 2.35003
F 0.14904 -5.82015 0.94187
S -1.78879 -4.06243 0.48019
O -1.26851 -3.89878 -0.88769
O -3.25515 -4.12874 0.58278
O -1.24440 -2.99564 1.27274
C -1.91410 -0.83098 -4.03170
F -0.96939 -1.55593 -3.48871
F -2.99186 -0.99861 -3.33532
F -1.61047 0.45203 -4.07442
S -2.14157 -1.60316 -5.71617
O -3.28203 -0.92646 -6.42306
O -0.85785 -1.47560 -6.46780
O -2.60435 -2.96567 -5.45006
P -6.27211 1.38077 -0.72616
F -5.29955 0.18475 -0.09366
F -7.53714 0.37482 -0.64776
F -6.52009 1.86397 0.80836
F -7.23005 2.65848 -1.23459
F -4.96006 2.36859 -0.91466
F -5.98555 0.70570 -2.15857
*
```

Computed properties:
highest occupied orbital energy: -7.311 eV
ΔE to the lowest compared entry with this formula, charge and spin: 0.0 kJ/mol


[3]
Here is a 8-piece molecular cluster, C43H90BrF6N6O13 overall at a distorted geometry from the Open Molecules 2025 dataset. Energies are from the ωB97M-V functional and the def2-TZVPD basis.

```
! wB97M-V def2-TZVPD RIJCOSX def2/J DEFGRID3
* xyz 1 1
C -1.39588 4.57970 3.89329
N -1.27795 3.79897 2.59681
C 0.03557 4.01936 1.89277
C 0.05013 3.90174 0.26605
C -0.37110 5.35973 -0.34557
C -1.63172 6.11675 0.37676
O -2.95347 5.52631 0.13784
C -3.93706 5.93475 1.15685
C -4.39204 7.49579 1.37566
O -4.53133 5.00669 1.93279
N 1.53955 3.84884 -0.14947
C 2.54449 4.56400 0.70262
C 1.96936 2.44252 -0.62191
N 3.10898 2.03600 -1.26654
N 4.15473 2.93702 -1.57086
C 3.33659 0.61365 -1.72830
C 4.51402 -0.18584 -0.84863
O 4.65891 -1.49721 -1.18734
Br 5.67180 0.66193 0.54380
N 0.71877 1.69196 -0.25801
C 0.73189 0.36341 0.35661
O -0.03955 -0.61288 -0.19988
C 1.64298 -0.15883 1.65881
F 2.44436 -1.37096 1.24318
F 2.70234 0.86264 2.00986
C 0.78214 -0.36838 3.02930
F 1.79740 -0.51271 4.13989
F 0.08791 0.93799 3.33573
C -0.18006 -1.67472 3.10715
F 0.20309 -2.44905 4.34738
F -0.08721 -2.63589 1.99074
C -1.79571 -1.33847 3.30691
O -2.66482 -1.96046 2.46513
O -2.35558 -0.45679 4.34308
C -0.55959 2.50920 -0.46148
C -2.00533 1.95215 0.01524
N -2.12409 1.19824 1.30374
C -0.44576 2.66143 -2.11254
C -1.77985 2.75451 -3.00526
C -2.38818 1.27873 -3.52370
C -2.95037 3.81599 -2.57519
H -1.94728 3.91317 4.69746
H -0.31862 4.91013 4.25792
H -2.00558 5.57701 3.65471
H -2.11302 3.90455 1.98921
H 0.29572 5.15847 2.15084
H 0.80029 3.26701 2.41869
H -0.63404 5.34889 -1.51034
H 0.52043 6.15533 -0.28519
H -1.52279 6.29108 1.52848
H -1.67102 7.20926 -0.10554
H -4.51880 8.00224 0.32468
H -3.68190 8.11971 2.07708
H -5.45470 7.47650 1.90430
H 3.56897 4.82502 0.15748
H 2.17509 5.61591 1.13150
H 2.85446 3.81581 1.57903
H 3.70037 3.82590 -1.92417
H 4.67968 3.13580 -0.69124
H 2.36118 -0.02589 -1.86673
H 3.80987 0.70150 -2.82165
H -2.80321 0.36166 3.93449
H -2.58561 1.28291 -0.78531
H -2.70505 2.91359 0.14157
H -2.27082 0.18276 1.02063
H -3.06152 1.45719 1.73487
H 0.13032 1.69555 -2.52012
H 0.23964 3.58457 -2.43802
H -1.39863 3.20570 -4.05148
H -1.56132 0.44873 -3.56128
H -3.34312 0.96733 -2.89799
H -2.78132 1.40142 -4.64356
H -2.58018 4.91084 -2.36647
H -3.68871 3.40809 -1.72989
H -3.65555 3.91392 -3.53601
C -2.90163 -6.25832 1.93836
C -3.39059 -5.85989 0.55504
C -2.29605 -5.16814 -0.24178
O -4.50716 -4.98333 0.68320
H -2.59620 -5.37778 2.51479
H -3.70340 -6.74392 2.50484
H -2.05227 -6.94558 1.87409
H -3.73270 -6.74951 0.01511
H -1.96919 -4.24898 0.25727
H -2.66589 -4.87613 -1.23050
H -1.42853 -5.82269 -0.37151
H -4.21274 -4.19043 1.16148
C -4.24344 5.09592 -6.62011
C -3.82369 3.75327 -7.19672
C -3.89425 3.75581 -8.71543
O -4.67726 2.73240 -6.68608
H -5.27886 5.33210 -6.89037
H -4.19960 5.07548 -5.52595
H -3.59580 5.90071 -6.98168
H -2.80306 3.51776 -6.87606
H -4.91722 3.94441 -9.05999
H -3.60125 2.77938 -9.11589
H -3.23610 4.52035 -9.13989
H -5.58582 2.93324 -6.96593
C -0.77011 -3.88015 -3.23987
C 0.61458 -3.28328 -3.43426
C 1.70102 -4.24187 -2.97360
O 0.71291 -2.06811 -2.69588
H -0.96043 -4.09238 -2.18174
H -1.54234 -3.17445 -3.56416
H -0.88313 -4.80865 -3.80818
H 0.76449 -3.03751 -4.49119
H 1.59838 -4.46689 -1.90609
H 2.69153 -3.79416 -3.10801
H 1.66219 -5.18122 -3.53394
H 0.58111 -2.27664 -1.75606
C 5.56853 -4.58209 0.31629
C 5.83810 -4.78609 1.79856
C 4.67142 -5.47945 2.48382
O 6.06438 -3.52145 2.41580
H 4.68695 -3.94978 0.16163
H 6.41128 -4.07105 -0.16135
H 5.40581 -5.53833 -0.19065
H 6.74818 -5.38174 1.92868
H 3.75810 -4.87900 2.40607
H 4.87432 -5.60855 3.55236
H 4.48180 -6.46264 2.04195
H 5.26136 -2.98569 2.30523
C -0.84270 -8.60130 -1.06809
C -2.10235 -9.36627 -0.69458
C -1.83451 -10.36447 0.42045
O -2.59175 -10.05837 -1.84043
H -0.06377 -9.28178 -1.43022
H -1.04765 -7.89545 -1.88006
H -0.44988 -8.04512 -0.21122
H -2.88060 -8.66263 -0.37961
H -1.09084 -11.10746 0.11114
H -2.74702 -10.91629 0.67032
H -1.47149 -9.86121 1.32201
H -1.90721 -10.68551 -2.12717
C 3.86852 -7.05245 6.26135
C 4.89585 -8.17014 6.17917
C 5.97360 -8.01146 7.23971
O 5.49931 -8.16287 4.88793
H 4.33748 -6.07604 6.09516
H 3.10600 -7.17275 5.48443
H 3.37476 -7.04109 7.23805
H 4.39767 -9.13791 6.30258
H 6.51720 -7.06915 7.10821
H 6.71266 -8.81592 7.16066
H 5.54302 -8.02892 8.24577
H 5.94416 -7.30718 4.76951
C 1.46442 10.16614 -0.30513
C -0.05095 10.13077 -0.42260
C -0.67442 11.43271 0.05457
O -0.55982 9.05048 0.35557
H 1.77364 10.30406 0.73711
H 1.89862 9.21820 -0.64042
H 1.88811 10.97729 -0.90545
H -0.33526 9.94659 -1.46434
H -0.44110 11.61553 1.10951
H -1.76595 11.38822 -0.02420
H -0.31495 12.28187 -0.53497
H -0.31215 9.20553 1.28225
*
```

Computed properties:
highest occupied orbital energy: -11.205 eV


Number 1: gap between HOMO and LUMO 6.22 eV. Number 2: gap between HOMO and LUMO 5.62 eV. Number 3: gap between HOMO and LUMO 6.62 eV.